ORCA calculation (ωB97M-V with the def2-TZVPD basis set) on a cluster of 4 separate species, C9H25NO4 in total at a distorted geometry.

relative energy (zero: lowest compared OMol25 entry of this formula, charge and spin) = 0.3087 eV
gap between HOMO and LUMO = 0.3618 Eh
LUMO energy = 0.55 eV
structure (SMILES) = CC1(C)CCCC(C)(C)N1O.O.O.O

CARTESIAN COORDINATES (ANGSTROEM)
C -2.566 1.300 0.247
C -1.152 1.481 -0.395
C -1.370 1.943 -1.807
C -0.334 2.443 0.407
C 1.132 2.425 0.122
C 1.598 1.008 0.294
C 0.907 0.083 -0.720
C 1.224 0.438 -2.165
C 1.328 -1.420 -0.530
N -0.512 0.144 -0.243
O -1.245 -0.642 -1.130
H -2.500 0.651 1.110
H -2.817 2.328 0.425
H -3.326 0.799 -0.412
H -0.562 2.273 -2.456
H -1.921 1.216 -2.448
H -2.100 2.725 -1.679
H -0.737 3.449 0.199
H -0.414 2.240 1.463
H 1.259 2.680 -0.923
H 1.633 3.144 0.754
H 1.357 0.581 1.301
H 2.693 0.929 0.046
H 0.457 -0.055 -2.779
H 2.189 0.058 -2.479
H 1.287 1.524 -2.362
H 1.199 -2.022 -1.433
H 0.736 -1.883 0.297
H 2.375 -1.460 -0.232
H -1.430 -1.501 -0.724
O -1.055 -4.138 1.528
H -1.017 -3.377 2.146
H -1.875 -4.073 1.055
O 1.870 -3.720 1.899
H 1.484 -4.587 2.053
H 2.420 -3.557 2.667
O -0.379 -1.310 2.480
H -0.353 -0.794 1.636
H 0.520 -1.325 2.787

---

ORCA calculation (ωB97M-V with the def2-TZVPD basis set) on a cluster of 5 separate species, C41H54BF32N2O6 in total at a distorted geometry.

total charge = -1
gap between HOMO and LUMO = 0.2407 Eh
LUMO energy = 1.86 eV

CARTESIAN COORDINATES (ANGSTROEM)
C 1.968 -6.432 -0.153
C 2.224 -5.961 0.934
C 2.317 -5.096 2.232
C 1.953 -3.540 1.948
C 0.714 -3.394 0.952
C 0.219 -1.874 1.047
O 1.355 -1.065 1.456
B 1.714 -0.456 0.137
C 2.951 0.604 0.098
C 4.378 -0.027 -0.208
C 4.434 -0.994 -1.456
C 5.932 -1.550 -1.700
C 5.762 -2.992 -2.383
N 5.432 -3.969 -1.307
O 0.360 0.026 -0.294
C -0.451 -1.163 -0.253
C -0.492 -1.937 -1.632
C -0.541 -0.970 -2.898
C 0.114 -1.663 -4.201
C -0.980 -2.387 -5.037
C -1.852 -2.822 -5.765
C -1.973 -1.001 0.154
C -2.668 -2.362 0.633
C -4.034 -2.652 -0.148
C -4.548 -4.150 0.056
N -4.119 -5.091 -1.010
H 1.771 -6.689 -1.221
H 3.403 -5.078 2.568
H 1.638 -5.449 3.055
H 2.900 -3.103 1.508
H 1.723 -3.109 2.971
H -0.124 -4.096 1.263
H 1.022 -3.703 -0.085
H -0.385 -1.878 2.018
H 1.913 -1.442 -0.526
H 3.021 1.047 1.153
H 2.778 1.496 -0.585
H 4.843 -0.531 0.693
H 5.072 0.848 -0.453
H 3.804 -1.927 -1.318
H 4.152 -0.433 -2.392
H 6.454 -0.816 -2.389
H 6.457 -1.663 -0.704
H 6.677 -3.304 -2.973
H 4.856 -2.922 -3.070
H 5.609 -4.934 -1.606
H 5.981 -3.763 -0.463
H 0.433 -2.583 -1.783
H -1.371 -2.643 -1.739
H -1.595 -0.692 -3.203
H 0.026 -0.010 -2.753
H 0.992 -2.317 -3.949
H 0.507 -0.794 -4.821
H -2.603 -3.522 -6.205
H -2.577 -0.613 -0.732
H -2.063 -0.256 1.003
H -2.018 -3.271 0.432
H -2.872 -2.319 1.751
H -4.870 -1.988 0.247
H -3.914 -2.507 -1.271
H -4.233 -4.597 1.049
H -5.684 -4.133 0.040
H -3.902 -4.613 -1.887
H -3.363 -5.704 -0.708
C -2.466 2.751 2.364
C -2.431 2.839 0.826
C -1.047 3.003 0.193
F -0.409 4.123 0.604
F -1.162 3.097 -1.158
F -3.280 3.822 0.424
F -2.954 1.677 0.353
O -2.748 3.958 3.088
C -1.683 4.834 3.324
C -1.837 6.165 2.580
F -1.990 5.987 1.254
F -0.730 6.938 2.748
F -0.519 4.217 3.056
F -1.682 5.074 4.658
H -3.308 2.099 2.607
H -1.591 2.236 2.766
H -0.410 2.137 0.413
H -2.703 6.720 2.946
C -6.294 -7.822 -0.548
C -5.276 -8.238 0.531
C -4.985 -9.736 0.643
F -6.083 -10.465 0.926
F -4.099 -9.965 1.645
F -5.666 -7.727 1.722
F -4.105 -7.615 0.222
O -7.652 -7.624 -0.132
C -8.470 -8.755 -0.029
C -8.888 -9.055 1.414
F -7.822 -9.189 2.229
F -9.582 -10.219 1.478
F -7.872 -9.803 -0.629
F -9.576 -8.486 -0.761
H -5.977 -6.832 -0.890
H -6.234 -8.455 -1.437
H -4.544 -10.117 -0.284
H -9.516 -8.254 1.811
C 3.409 4.910 -5.713
C 4.483 4.498 -4.687
C 4.793 3.002 -4.594
F 3.720 2.265 -4.262
F 5.729 2.780 -3.637
F 4.149 5.001 -3.477
F 5.639 5.134 -5.049
O 2.075 5.095 -5.231
C 1.274 3.950 -5.095
C 0.930 3.637 -3.635
F 2.037 3.512 -2.875
F 0.258 2.466 -3.545
F 1.858 2.915 -5.731
F 0.133 4.210 -5.773
H 3.699 5.903 -6.066
H 3.431 4.281 -6.606
H 5.192 2.627 -5.543
H 0.312 4.426 -3.202
C 2.564 9.313 6.429
C 3.997 9.573 5.922
C 4.236 10.916 5.230
F 3.464 11.091 4.142
F 5.525 11.001 4.810
F 4.374 8.544 5.130
F 4.816 9.524 7.014
O 1.694 8.554 5.586
C 1.031 9.238 4.556
C 1.493 8.802 3.161
F 2.828 8.934 3.009
F 0.912 9.567 2.203
F 1.141 10.568 4.754
F -0.281 8.947 4.699
H 2.671 8.691 7.320
H 2.082 10.227 6.785
H 4.057 11.748 5.920
H 1.235 7.760 2.972

---

ORCA calculation (ωB97M-V with the def2-TZVPD basis set) on a cluster of 10 separate species, C28H74N14O10 in total at a distorted geometry.

relative energy (zero: lowest compared OMol25 entry of this formula, charge and spin) = 2.8976 eV
total charge = -1
gap between HOMO and LUMO (spin up / spin down) = 0.0689 / 0.2882 Eh
LUMO energy (spin up / spin down) = 2.21 / 2.19 eV
multiplicity = 2

CARTESIAN COORDINATES (ANGSTROEM)
C 3.711 0.435 -5.448
C 2.312 1.156 -5.251
C 1.188 0.055 -5.057
C -0.076 0.514 -4.256
C 0.436 1.000 -2.929
C 1.281 2.258 -3.051
N 2.419 1.932 -3.950
O 3.561 2.824 -4.073
C 0.566 3.577 -3.494
C 1.895 2.638 -1.683
C 1.888 2.075 -6.439
H 4.522 1.113 -5.714
H 3.599 -0.290 -6.255
H 4.119 -0.126 -4.607
H 0.760 -0.195 -6.027
H 1.581 -0.901 -4.712
H -0.786 -0.306 -4.151
H -0.614 1.313 -4.766
H 0.989 0.258 -2.353
H -0.522 1.210 -2.454
H 1.220 4.212 -4.091
H -0.268 3.389 -4.169
H 0.082 4.062 -2.646
H 1.075 2.626 -0.965
H 2.734 2.046 -1.318
H 2.110 3.707 -1.691
H 2.043 1.599 -7.407
H 2.517 2.962 -6.525
H 0.854 2.384 -6.285
H 3.275 3.677 -4.407
C -1.610 1.809 3.224
C -2.353 3.019 2.625
C -2.536 4.140 3.676
C -1.336 5.062 4.049
C -0.632 5.711 2.854
C -0.316 4.516 1.769
N -1.546 3.623 1.597
O -1.463 2.827 0.464
C -0.065 5.366 0.472
C 0.909 3.687 2.058
C -3.653 2.582 2.026
H -0.868 2.022 3.994
H -1.372 0.958 2.586
H -2.281 1.318 3.928
H -3.509 4.625 3.594
H -2.800 3.643 4.609
H -0.576 4.548 4.636
H -1.771 5.900 4.594
H 0.186 6.411 3.022
H -1.464 6.307 2.477
H -0.988 5.877 0.200
H 0.763 6.073 0.522
H 0.173 4.791 -0.423
H 1.693 3.669 1.300
H 1.471 4.047 2.919
H 0.599 2.663 2.266
H -4.288 3.303 1.510
H -4.391 2.094 2.662
H -3.451 1.815 1.278
H -0.884 2.125 0.769
C -2.396 -2.165 4.860
O -3.159 -2.160 3.914
N -2.666 -1.559 5.967
N -1.205 -2.576 4.749
H -3.524 -1.030 6.042
H -2.003 -1.655 6.723
H -0.872 -2.666 3.800
H -0.666 -2.603 5.602
C -2.794 -2.544 -2.838
O -1.719 -3.094 -2.873
N -3.815 -2.911 -2.174
N -3.120 -1.409 -3.460
H -3.764 -3.703 -1.548
H -4.579 -2.323 -2.472
H -4.058 -1.038 -3.417
H -2.382 -0.998 -4.014
C 3.804 1.112 3.280
O 2.676 1.276 3.697
N 4.774 1.856 3.763
N 4.080 0.238 2.348
H 4.431 2.632 4.311
H 5.674 1.728 3.323
H 3.278 -0.039 1.800
H 5.007 -0.013 2.035
C 0.867 -4.969 2.261
O 0.436 -3.848 2.386
N 1.720 -5.510 3.091
N 0.589 -5.812 1.247
H 2.024 -5.093 3.960
H 2.258 -6.289 2.739
H 0.004 -5.463 0.501
H 1.027 -6.719 1.170
C -0.050 -0.924 0.311
O -0.300 0.210 -0.027
N -0.260 -1.997 -0.353
N 0.266 -1.168 1.540
H -0.854 -2.029 -1.170
H 0.362 -2.751 -0.101
H 0.240 -2.160 1.728
H 0.575 -0.407 2.128
C -4.499 -1.385 1.070
O -5.459 -0.871 0.439
N -3.333 -0.882 1.002
N -4.633 -2.426 1.830
H -3.124 -0.241 0.250
H -2.649 -1.348 1.581
H -3.908 -2.646 2.498
H -5.517 -2.913 1.851
C -1.095 -7.461 -1.163
C -1.631 -6.112 -1.266
O -0.613 -5.132 -1.582
H -0.275 -7.518 -0.447
H -0.691 -7.958 -2.044
H -1.902 -8.011 -0.679
H -2.183 -5.767 -0.393
H -2.431 -6.096 -2.006
H -0.837 -4.385 -2.143
C 4.224 -2.403 -0.578
C 3.549 -1.119 -0.926
O 3.887 -0.685 -2.218
H 3.929 -2.998 0.286
H 5.271 -2.256 -0.314
H 4.290 -3.147 -1.373
H 3.648 -0.280 -0.237
H 2.472 -1.280 -0.885
H 3.492 0.154 -2.465

---

Number 1: electronic energy -713.571467 a.u.. Number 2: electronic energy -5376.052484 a.u.. Number 3: electronic energy -2630.180063 a.u..